Molecular formula: C24H25N3O5
Method: DFT, ωB97M-V/def2-TZVPD

CARTESIAN COORDINATES (ANGSTROEM)
C -4.90193 -3.62369 0.17021
C -3.46456 -3.22491 -0.13620
C -3.02001 -2.05197 0.74098
H -3.04887 -2.35254 1.79230
H -3.67857 -1.18535 0.61924
O -1.67462 -1.67689 0.51483
C -1.37449 -0.82190 -0.48626
C -2.24438 -0.38558 -1.48138
C -1.78302 0.46325 -2.47249
C -0.47204 0.90053 -2.48711
C 0.39453 0.50097 -1.47528
C -0.05808 -0.35419 -0.48946
H 0.58984 -0.68156 0.30770
C 1.80962 1.04316 -1.42421
N 1.87473 2.28684 -0.67420
C 2.65758 2.17601 0.41419
O 2.92405 3.03106 1.24407
C 3.19645 0.79021 0.42360
C 2.73699 0.13387 -0.65976
C 3.03599 -1.21327 -1.16507
O 3.06290 -1.46068 -2.35808
C 3.28846 -2.23427 -0.15324
C 3.81263 -3.50100 -0.29327
C 3.80344 -4.07300 0.99127
C 3.26541 -3.12444 1.81594
O 2.95396 -2.02183 1.13912
H 3.05935 -3.13170 2.86875
H 4.14306 -5.04964 1.26865
H 4.15936 -3.93766 -1.20691
O 4.06315 0.44296 1.37611
H 4.18414 1.22374 1.94672
C 1.34572 3.54196 -1.14356
C -0.11063 3.80934 -0.75159
H -0.75520 3.04036 -1.18020
H -0.39139 4.76947 -1.18668
C -0.32049 3.85190 0.77167
N -0.90284 2.63759 1.27788
C -2.15863 2.19069 1.04293
N -2.41610 1.08010 1.67655
C -1.28005 0.78002 2.35902
C -0.33034 1.73064 2.12242
H 0.67160 1.84595 2.48065
H -1.21893 -0.09947 2.96690
H -2.85304 2.70895 0.41128
H 0.63427 4.01000 1.27816
H -0.98738 4.68213 1.02796
H 1.97795 4.32713 -0.71529
H 1.43915 3.56973 -2.23329
H 2.17305 1.19865 -2.44805
H -0.12361 1.54767 -3.27851
H -2.46161 0.78384 -3.24959
H -3.27525 -0.69885 -1.49868
H -2.79577 -4.06815 0.04745
H -3.37046 -2.95677 -1.19017
H -5.20460 -4.46087 -0.45370
H -5.00266 -3.91639 1.21265
H -5.57782 -2.79216 -0.01694

Atomic forces in eV per Å
C 0.230 0.059 -0.072
C 0.099 0.217 0.169
C -0.376 -0.265 -0.144
H -0.074 0.074 -0.082
H 0.062 -0.031 0.060
O 0.245 0.015 -0.036
C 0.227 0.198 -0.176
C -0.148 -0.204 0.208
C 0.083 0.101 -0.080
C 0.041 -0.063 -0.032
C -0.122 -0.093 -0.112
C -0.186 -0.116 -0.032
H 0.068 -0.058 0.114
C -0.037 -0.282 -0.116
N 0.116 -0.048 0.100
C 0.010 0.130 -0.028
O 0.108 0.034 0.197
C -0.005 -0.289 -0.476
C 0.216 0.522 0.332
C 0.007 0.054 0.146
O -0.013 0.041 0.258
C 0.486 -1.226 -0.670
C -0.297 0.861 -0.078
C -0.197 0.279 0.428
C 0.310 -0.801 0.022
O -0.270 0.442 0.026
H -0.066 0.117 0.114
H 0.050 -0.179 0.129
H 0.043 -0.033 -0.229
O -0.075 0.175 0.003
H -0.058 -0.021 -0.120
C -0.308 0.314 -0.013
C 0.226 -0.007 0.095
H -0.023 0.142 -0.003
H -0.029 0.021 -0.037
C 0.056 0.470 -0.371
N -0.180 -0.268 0.167
C -0.068 0.075 -0.070
N -0.545 -0.167 -0.039
C 0.234 0.115 0.116
C 0.130 -0.216 0.287
H 0.246 0.077 0.075
H 0.128 -0.182 0.142
H -0.096 0.194 -0.187
H -0.128 0.005 0.036
H 0.138 -0.092 0.021
H -0.024 -0.062 -0.126
H 0.079 0.013 0.060
H 0.010 0.015 0.115
H 0.061 0.081 -0.108
H -0.068 0.008 -0.064
H -0.104 -0.082 0.028
H 0.051 0.016 -0.051
H 0.063 -0.022 -0.007
H -0.098 -0.062 -0.007
H -0.086 -0.052 0.122
H -0.139 0.055 -0.005

HOMO = -8.4 eV
Molar mass = 435.48 g mol⁻¹
Lowest unoccupied orbital energy = -0.216 eV
Multiplicity = 1
Kohn-Sham gap = 8.16 eV
Relative energy (zero: lowest compared OMol25 entry of this formula, charge and spin) = 47.0 kcal per mole